A 2-piece molecular cluster, CH4FOP overall in a non-equilibrium geometry, computed with ωB97M-V/def2-TZVPD.

The geometry in XYZ format:
```
8
Properties=species:S:1:pos:R:3:forces:R:3:nbo_charge:R:1
C -0.19867 -0.88888 0.58749 1.091 -4.562 -1.078 -0.2569
O -0.88742 0.17181 0.02288 -0.135 0.065 -1.756 -0.7892
F 0.46440 1.11640 -2.73893 0.729 0.716 -3.460 -0.5569
P -0.63683 0.53069 1.65021 -0.010 1.165 2.181 0.7289
H -0.53476 -1.94181 0.56833 -1.028 0.788 0.048 0.1980
H 0.89176 -1.01799 0.43347 -0.161 0.925 -0.015 0.1815
H 0.31165 0.93749 -1.89631 -0.872 -0.736 3.563 0.5537
H 0.58987 1.09230 1.37286 0.386 1.638 0.517 -0.0591
```
Forces are in eV/Å.

Spin multiplicity: 3
HOMO energy (spin up / spin down), eV: -5.9960 / -10.6548
Charge: 0
Frontier orbital gap (spin up / spin down), Ha: 0.2431 / 0.2526
Lowest unoccupied orbital energy (spin up / spin down), eV: 0.620 / -3.781
ΔE to the lowest compared entry with this formula, charge and spin, eV: 2.6313
F_max, eV/A: 4.8
⟨S²⟩: 2.0073